Entry P
ORCA calculation (ωB97M-V with the def2-TZVPD basis set) on C6H10O in the gas phase.

Lowest unoccupied orbital energy: 0.99 eV
Gap between HOMO and LUMO: 10.020 eV
Highest occupied orbital energy: -0.332 Eh

ORCA input file:
```
! wB97M-V def2-TZVPD RIJCOSX def2/J DEFGRID3
* xyz 0 1
C -2.201 -0.212 0.373
C -1.019 0.711 0.430
O 0.882 -1.924 1.219
C 1.232 -1.743 0.079
C 0.603 -0.715 -0.851
C 0.186 0.534 -0.113
C 1.270 1.576 0.011
H -3.102 0.344 0.088
H -2.070 -1.029 -0.343
H -2.393 -0.662 1.354
H -1.179 1.632 0.993
H 2.047 -2.355 -0.362
H 1.315 -0.484 -1.654
H -0.248 -1.218 -1.329
H 1.380 2.135 -0.928
H 1.053 2.293 0.808
H 2.244 1.117 0.224
*
```

Entry Q
ORCA calculation (ωB97M-V with the def2-TZVPD basis set) on C6H10O in the gas phase.

Lowest unoccupied orbital energy: 1.11 eV
Gap between HOMO and LUMO: 10.466 eV
Highest occupied orbital energy: -0.344 Eh

ORCA input file:
```
! wB97M-V def2-TZVPD RIJCOSX def2/J DEFGRID3
* xyz 0 1
C -1.521 -0.927 -0.205
C -1.090 0.181 -1.099
O -0.753 1.446 -0.618
C 0.645 1.434 -0.372
C 0.973 -0.007 0.075
C 0.788 -0.234 1.572
C -0.058 -0.837 -0.764
H -0.271 -0.380 1.774
H -1.635 -0.938 0.868
H -2.363 -1.463 -0.648
H -1.549 0.144 -2.081
H 1.194 1.713 -1.290
H 0.853 2.194 0.389
H 2.015 -0.228 -0.209
H 1.113 0.614 2.181
H 1.313 -1.140 1.885
H 0.345 -1.573 -1.458
*
```

Stability order, top to bottom: entry P, entry Q